C30H34Br2N10OS4Sr as an isolated structure, computed with ωB97M-V/def2-TZVPD.

CARTESIAN COORDINATES (ANGSTROEM)
Sr: 0.26 1.63 -1.01
Br: -6.70 3.37 -0.58
C: -4.98 2.67 -0.81
C: -4.42 1.84 0.14
C: -3.14 1.38 -0.07
N: -2.41 1.69 -1.15
C: -2.97 2.47 -2.09
C: -4.25 2.99 -1.95
C: -2.15 2.77 -3.30
C: -2.75 3.09 -4.51
C: -1.94 3.37 -5.60
Br: -2.72 3.81 -7.25
C: -0.57 3.32 -5.46
C: -0.06 2.97 -4.22
N: -0.82 2.70 -3.16
H: -4.97 1.56 1.03
H: -2.66 0.74 0.66
H: -4.66 3.66 -2.69
H: -3.83 3.11 -4.61
H: 0.09 3.53 -6.29
H: 1.01 2.91 -4.08
N: 3.91 2.76 -0.22
C: 3.88 1.67 -1.01
N: 2.77 1.15 -1.49
C: 3.07 0.01 -2.25
C: 4.38 -0.30 -2.33
S: 5.32 0.83 -1.44
C: 1.97 -0.71 -2.91
C: 2.09 -1.56 -3.95
S: 0.54 -2.17 -4.40
C: -0.18 -1.23 -3.16
N: 0.67 -0.51 -2.45
N: -1.52 -1.20 -2.97
H: 3.06 3.26 0.02
H: 4.79 3.20 0.01
H: 4.84 -1.13 -2.84
H: 2.98 -1.84 -4.48
H: -2.07 -1.96 -3.33
H: -1.87 -0.76 -2.13
C: 2.12 3.09 2.95
N: 0.72 3.46 3.02
C: 0.01 3.95 1.99
S: 0.71 4.18 0.45
N: -1.27 4.28 2.22
C: -2.15 4.90 1.24
H: 2.44 2.80 3.95
H: 2.72 3.93 2.61
H: 2.26 2.24 2.28
H: 0.26 3.37 3.91
H: -1.61 4.21 3.16
H: -1.73 5.83 0.88
H: -3.10 5.09 1.72
H: -2.30 4.24 0.39
C: -1.55 -4.02 4.24
C: -0.40 -3.16 4.72
C: -0.16 -1.93 3.86
N: 0.24 -2.34 2.51
C: 0.36 -1.55 1.47
S: 0.03 0.12 1.59
N: 0.74 -2.07 0.26
C: 0.76 -3.42 -0.19
O: 0.39 -3.63 -1.32
C: 1.32 -4.46 0.70
C: 0.78 -5.75 0.65
C: 1.30 -6.75 1.45
C: 2.39 -6.47 2.27
C: 2.95 -5.20 2.30
C: 2.41 -4.19 1.52
H: -1.70 -4.87 4.90
H: -1.37 -4.43 3.23
H: -2.48 -3.46 4.21
H: 0.53 -3.74 4.77
H: -0.59 -2.81 5.74
H: 0.62 -1.29 4.28
H: -1.07 -1.33 3.77
H: 0.51 -3.32 2.41
H: 0.62 -1.44 -0.52
H: -0.05 -5.94 -0.02
H: 0.88 -7.74 1.42
H: 2.81 -7.26 2.89
H: 3.81 -5.00 2.93
H: 2.85 -3.20 1.54

Gap between HOMO and LUMO   7.45 eV
Maximum force   0.0035 hartree/bohr
Relative energy (zero: lowest compared OMol25 entry of this formula, charge and spin)   0.143 eV
Net charge   +2
HOMO level   -12.54 eV
Calculated total energy   -232866.968 eV



One molecule with the formula C3H5N3, computed with ωB97M-V/def2-TZVPD.

CARTESIAN COORDINATES (ANGSTROEM)
C: 1.59 -0.06 0.10
N: 0.38 -1.16 -0.35
C: -0.65 -0.48 -0.18
N: -0.66 0.78 0.37
C: -1.97 -0.96 -0.45
N: -3.02 -1.36 -0.69
H: 2.39 -0.79 0.31
H: 1.95 0.53 -0.75
H: 1.68 0.62 0.97
H: -0.19 1.61 -0.03
H: -1.50 1.27 0.70

Gap between HOMO and LUMO   10.83 eV
Maximum force   0.0870 hartree/bohr
Structure (SMILES)   C/N=C(\N)C#N
Relative energy (zero: lowest compared OMol25 entry of this formula, charge and spin)   2.648 eV
Net charge   0
HOMO level   -10.28 eV
Calculated total energy   -7659.808 eV



LUMO energy for every record listed, in sequence, given in hartree: -0.187 0.020.